Molecular formula: ClO4Pb
Method: DFT, the ωB97M-V functional and the def2-TZVPD basis

orbital gap (alpha / beta) = 7.533 / 7.091 eV
2S+1 = 2
molar mass = 306.65 u
E_LUMO (alpha / beta) = -0.483 / -0.483 Ha
energy above the lowest of the compared OMol25 structures with the same formula, charge and spin = 0.0 kcal/mol
HOMO (alpha / beta) = -20.7 / -20.2 eV
expectation value of S² = 0.768
largest force on an atom = 0.1060 hartree/bohr
net charge = +2

Positions of all 6 atoms, in Å:
1 O -0.57 -1.56 -0.18
2 O -1.83 0.32 -0.23
3 O 0.02 0.02 -1.74
4 O 0.37 0.58 0.41
5 Pb 2.50 0.81 2.15
6 Cl -0.49 -0.17 -0.41